C42H55N9O3PS3Sn as an isolated structure. Source: the OMol25 dataset; level of theory: wB97M-V/def2-TZVPD.

Computed properties:
- HOMO (alpha / beta) (eV) = -14.551 / -14.549
- total charge = +3
- LUMO energy (alpha / beta) (eV) = -10.33 / -10.60

Last column: Mulliken charge in e.
Cartesian coordinates (Å):
Sn1 1.57250 -2.17778 0.04649  1.13
N1 3.60419 0.56481 -0.23451  -0.02
C1 4.39055 -0.50334 -0.42215  0.62
N2 5.66964 -0.29289 -0.67737  -0.70
C2 6.33605 -1.35885 -1.12983  0.38
N3 7.52900 -1.12986 -1.73040  -0.35
N4 5.88195 -2.64714 -1.19232  -0.60
C3 4.62744 -2.75414 -0.79513  -0.09
N5 3.77599 -1.73868 -0.43143  -0.02
C4 4.05083 -4.08790 -0.86653  0.75
C5 4.79296 -5.15920 -1.45173  -0.69
C6 4.21695 -6.38796 -1.61308  -0.42
C7 2.84808 -6.53845 -1.31463  -0.68
C8 2.17978 -5.46581 -0.75722  -0.17
N6 2.70573 -4.21790 -0.56028  0.18
H1 4.00932 1.44907 -0.45971  0.19
H2 2.59752 0.52056 -0.13325  -0.18
H3 7.95639 -0.20812 -1.71251  0.26
H4 7.87572 -1.96913 -2.20061  0.26
H5 5.81376 -4.93304 -1.69636  0.52
H6 4.74316 -7.23118 -2.06783  0.44
H7 2.25553 -7.44260 -1.57212  0.41
H8 1.10085 -5.55502 -0.45807  0.37
O1 -3.06270 1.21876 -1.32626  -0.28
S1 -3.66383 0.32853 -2.36442  0.13
C9 -4.83117 -0.91480 -1.45762  -0.90
C10 -4.54247 -1.03351 0.01676  -0.55
C11 -3.31812 -1.90073 0.42118  0.51
C12 -3.64768 -3.38797 0.60643  -1.04
S2 -2.17791 -4.44582 0.89117  0.76
O2 -1.04826 -3.85587 0.06878  -0.30
C13 -2.73575 -5.79348 -0.09737  0.07
C14 -2.85443 -7.04637 0.51278  -0.34
C15 -3.30878 -8.14929 -0.20770  -0.62
C16 -3.61878 -7.95270 -1.54711  -0.42
C17 -3.51060 -6.68358 -2.17097  -0.73
C18 -2.88197 -5.61852 -1.47006  -0.47
C19 -2.28179 -0.69303 -2.84097  0.13
C20 -0.98939 -0.54212 -2.37719  -0.27
C21 0.09624 -1.21262 -2.96658  -1.15
C22 -0.17346 -1.98406 -4.06982  -0.60
C23 -1.42595 -2.13676 -4.57839  -0.83
C24 -2.50735 -1.50950 -3.96355  -0.45
H9 -4.82644 -1.83910 -2.05770  0.44
H10 -5.85337 -0.46855 -1.63654  0.44
H11 -5.47662 -1.55349 0.49191  0.43
H12 -4.37260 0.02443 0.43820  0.09
H13 -3.00992 -1.57371 1.42662  -0.22
H14 -2.41362 -1.72588 -0.18046  0.07
H15 -4.06999 -3.85206 -0.30948  0.50
H16 -4.37566 -3.47997 1.45275  0.45
H17 -2.63399 -7.16223 1.57020  0.39
H18 -3.47605 -9.13870 0.26988  0.38
H19 -4.04822 -8.76144 -2.12945  0.39
H20 -3.88394 -6.54883 -3.18809  0.40
H21 -2.63637 -4.68540 -1.98685  0.59
H22 -0.88742 0.19415 -1.60769  0.81
H23 1.11409 -1.13752 -2.65149  1.25
H24 0.69750 -2.47099 -4.55261  0.38
H25 -1.60499 -2.80688 -5.46759  0.35
H26 -3.55267 -1.68634 -4.28472  0.41
S3 2.10043 -2.27929 2.61979  -0.26
C25 0.48755 -2.14391 3.22432  0.15
C26 -0.30467 -3.27961 3.53595  -0.27
C27 -1.53959 -3.12243 4.06850  -0.46
C28 -1.99278 -1.84267 4.42588  -0.54
C29 -1.24847 -0.72969 4.11009  -0.49
C30 -0.03251 -0.86651 3.47709  -0.46
H27 0.06937 -4.28519 3.41774  0.47
H28 -2.14322 -3.94972 4.31611  0.50
H29 -3.00169 -1.69554 4.79685  0.43
H30 -1.67311 0.19568 4.39651  0.48
H31 0.54034 0.00285 3.23714  0.62
O3 1.38299 3.22420 -0.13298  -0.75
P1 0.83025 4.48906 0.43731  -0.49
N7 0.41126 5.69877 -0.65251  0.46
C31 1.13030 6.93209 -0.98699  -0.46
C32 0.93370 7.14106 -2.54442  -0.68
C33 -0.37949 6.39402 -2.77047  -0.71
C34 -0.47098 5.26132 -1.77404  -0.45
N8 1.86527 5.17652 1.58623  0.48
C35 3.24004 4.84652 1.87023  -0.41
C36 3.80232 5.95542 2.77322  -0.65
C37 2.59719 6.71099 3.37051  -0.79
C38 1.43615 6.29269 2.43009  -0.01
N9 -0.64894 4.15821 1.15353  0.75
C39 -1.81344 4.98566 1.58982  -0.40
C40 -2.99238 4.06489 1.80161  -1.08
C41 -2.40732 2.67112 2.01210  0.61
C42 -0.88114 2.79070 1.63811  -0.60
H32 2.17786 6.77741 -0.79970  0.26
H33 0.73191 7.83661 -0.43653  0.26
H34 1.79327 6.69165 -3.10717  0.30
H35 0.84334 8.22789 -2.79748  0.34
H36 -0.45571 5.95092 -3.76034  0.37
H37 -1.26083 7.02017 -2.64666  0.32
H38 -0.10715 4.28702 -2.20449  0.22
H39 -1.51305 5.06467 -1.48929  0.25
H40 3.87840 4.59717 0.92616  0.25
H41 3.15098 3.91099 2.52203  0.31
H42 4.49438 6.66392 2.24628  0.30
H43 4.39672 5.46693 3.53330  0.36
H44 2.69699 7.78954 3.38150  0.34
H45 2.32852 6.43534 4.38159  0.36
H46 1.01060 7.15366 1.83690  0.31
H47 0.59430 6.02026 3.10657  0.02
H48 -1.92647 5.80222 0.81075  0.40
H49 -1.60043 5.45723 2.55555  0.26
H50 -3.66074 4.05326 0.93039  0.26
H51 -3.56520 4.39239 2.60631  0.46
H52 -2.80242 1.93676 1.31434  -0.52
H53 -2.50331 2.27067 3.05251  0.36
H54 -0.54142 2.02801 0.88286  0.24
H55 -0.19738 2.61867 2.48189  0.16



C42H57FN8SSeSiSr as an isolated structure. Source: the OMol25 dataset; level of theory: wB97M-V/def2-TZVPD.

Computed properties:
- HOMO (eV) = -6.355
- total charge = 0
- LUMO energy (eV) = -0.66

Last column: Mulliken charge in e.
Cartesian coordinates (Å):
Sr1 1.11522 1.55864 0.03938  1.24
C1 -1.30347 3.83448 1.88669  -0.44
Si1 -0.68750 4.79399 0.38630  -0.10
C2 0.11831 6.35719 1.06662  -1.22
C3 -2.15085 5.29162 -0.67320  -0.98
N1 0.39308 3.77359 -0.49040  0.14
C4 0.80225 4.04235 -1.76870  0.57
C5 0.94865 5.34377 -2.31905  -0.12
C6 1.40230 5.59101 -3.60188  -0.87
C7 1.75419 4.55082 -4.45426  -0.72
C8 1.62518 3.25249 -3.98349  -0.71
C9 1.15959 3.04615 -2.70688  -0.32
F1 1.05705 1.69755 -2.31792  0.02
H1 -1.37057 4.49572 2.75803  0.42
H2 -0.65503 2.99898 2.17103  -0.34
H3 -2.29300 3.41016 1.69525  0.22
H4 -0.54464 6.84036 1.79345  0.36
H5 0.35482 7.09744 0.29688  0.35
H6 1.05224 6.10902 1.58305  0.30
H7 -2.87147 5.88492 -0.09925  0.37
H8 -2.65981 4.39035 -1.03154  0.22
H9 -1.85217 5.87745 -1.54712  0.37
H10 0.69917 6.18243 -1.67987  0.20
H11 1.48455 6.61760 -3.94016  0.40
H12 2.10879 4.73940 -5.45876  0.39
H13 1.86379 2.39231 -4.59720  0.52
Se1 7.25398 -3.76022 -4.59920  0.21
N2 6.24559 -4.21894 -3.19508  -0.85
C10 5.65749 -3.13454 -2.78840  0.84
C11 4.75131 -3.08713 -1.64429  0.55
C12 4.44653 -4.22236 -0.89396  -0.90
C13 3.60351 -4.09391 0.18769  -1.33
C14 3.09795 -2.83028 0.49011  -0.07
N3 3.37634 -1.74515 -0.21328  0.29
C15 4.17824 -1.86715 -1.27288  -0.42
C16 4.45203 -0.63564 -2.05546  -0.34
N4 3.81814 0.48061 -1.67930  0.17
C17 4.08119 1.59745 -2.34454  -0.42
C18 4.95698 1.67751 -3.42415  -1.17
C19 5.58471 0.52316 -3.83394  -0.59
C20 5.33199 -0.65941 -3.13958  0.43
C21 5.95633 -1.92364 -3.52500  1.11
N5 6.78063 -2.03718 -4.52190  -0.89
H14 4.87826 -5.17449 -1.17423  0.51
H15 3.33029 -4.94673 0.79494  0.53
H16 2.42300 -2.69530 1.33231  0.54
H17 3.57206 2.49904 -2.01987  0.82
H18 5.11494 2.62563 -3.92132  0.48
H19 6.26716 0.50857 -4.67354  0.54
C22 -0.15916 -2.66066 -2.27971  -1.91
C23 -0.18724 -2.58454 -0.77511  0.82
C24 -0.75793 -3.62099 -0.02420  -0.75
C25 -0.65039 -3.58148 1.36149  -0.03
C26 -1.23202 -4.69674 2.19884  -1.69
C27 -0.02328 -2.51561 2.00119  0.69
C28 0.53480 -1.41036 1.29395  1.39
C29 0.43421 -1.53968 -0.13261  -1.19
N6 1.09135 -0.26959 1.76239  1.19
C30 1.74735 -0.06804 3.05898  0.96
C31 1.50388 -1.07448 4.19054  -2.00
C32 1.29498 1.30451 3.57675  -1.56
C33 3.26529 -0.01111 2.81684  -1.19
H20 -1.10418 -3.03824 -2.67900  0.42
H21 0.62678 -3.34199 -2.61799  0.37
H22 0.03382 -1.68237 -2.72359  0.22
H23 -1.22626 -4.46811 -0.51748  0.34
H24 -1.58667 -5.51737 1.57354  0.37
H25 -2.07378 -4.35060 2.80346  0.27
H26 -0.49050 -5.09447 2.89483  0.39
H27 -0.00566 -2.53992 3.08024  0.25
H28 0.94578 -0.81631 -0.76097  -0.62
H29 0.44955 -1.11935 4.47422  0.33
H30 2.06988 -0.76050 5.07204  0.55
H31 1.83847 -2.07853 3.92338  0.32
H32 0.21841 1.30684 3.76416  0.18
H33 1.50869 2.10088 2.84967  0.17
H34 1.81271 1.58719 4.49828  0.54
H35 3.61496 -0.93507 2.35532  0.17
H36 3.82050 0.15690 3.74639  0.45
H37 3.51914 0.80196 2.12785  0.11
C34 -4.50856 -2.45728 2.98857  -0.24
C35 -4.18636 -1.21658 3.81702  -0.75
C36 -3.74491 -0.00750 2.99548  -0.95
C37 -2.42286 -0.20031 2.25126  0.89
N7 -2.58224 -0.85378 0.95640  1.51
C38 -2.43604 -0.27086 -0.22804  -1.49
S1 -1.84489 1.31841 -0.40958  0.06
N8 -2.75362 -0.97121 -1.32820  0.78
C39 -3.65381 -2.11484 -1.42343  -0.57
C40 -5.06036 -1.75052 -1.89240  -1.10
C41 -5.93735 -1.04718 -0.85242  0.30
C42 -5.74090 0.46343 -0.77289  -1.05
H38 -5.04152 -3.20487 3.57769  0.44
H39 -3.60294 -2.94237 2.61540  -0.28
H40 -5.13606 -2.20654 2.12898  -0.11
H41 -3.38965 -1.45820 4.52846  0.31
H42 -5.05692 -0.94586 4.41873  0.48
H43 -3.63536 0.85188 3.66327  0.40
H44 -4.51879 0.26144 2.26774  0.20
H45 -1.72795 -0.80901 2.83857  -0.28
H46 -1.93841 0.75133 2.06411  -0.41
H47 -2.73341 -1.84930 0.96511  -0.50
H48 -2.61901 -0.43535 -2.16813  0.33
H49 -3.70146 -2.62141 -0.45954  0.18
H50 -3.20867 -2.83621 -2.11199  0.35
H51 -5.53731 -2.68114 -2.21139  0.43
H52 -4.98487 -1.12653 -2.79099  0.39
H53 -5.75860 -1.50076 0.12869  -0.42
H54 -6.98462 -1.25253 -1.08688  0.43
H55 -4.72378 0.74743 -0.49722  0.10
H56 -6.41646 0.90694 -0.03796  0.34
H57 -5.95514 0.92745 -1.74027  0.40



In order of appearance, energy above the lowest of the compared OMol25 structures with the same formula, charge and spin = 94.0; 111.5 kJ/mol.
In order of appearance, energy = -111602.0629; -144017.0150 eV.